No. 1
107
Properties=species:S:1:pos:R:3:forces:R:3:mulliken_charge:R:1 method="wB97M-V/def2-TZVPD" charge=0 relative_energy_kj_mol=234.73 e_lumo_ev=0.37 e_tot_ha=-4972.80708 spin_multiplicity=1
Ba -0.358099 0.972477 1.380866 0.206 0.248 0.083 2.28
C 1.098758 -2.443575 6.097891 0.023 -0.552 0.630 -0.74
N 0.341633 -1.412505 5.384895 -0.504 -0.356 1.699 0.27
C -0.665060 -0.626754 5.954763 -0.073 1.391 -3.111 -0.73
C -0.936758 0.339650 4.993024 1.871 -1.032 0.753 -0.76
N -0.041648 0.221060 3.939549 -0.250 -1.126 0.892 -0.07
C 0.696599 -0.869001 4.219402 -0.747 1.238 -1.029 0.28
P 2.010739 -1.604173 3.178287 0.041 1.188 0.030 0.26
C 0.526398 -2.328049 2.056058 -1.067 0.068 -0.072 -1.12
N -0.510172 -1.803664 1.398213 -0.908 0.551 -0.749 0.90
C -1.361006 -2.830768 0.946978 0.412 1.218 -0.412 -0.37
C -0.780620 -3.992393 1.284395 0.735 0.364 1.561 -1.61
N 0.317900 -3.653209 2.069629 0.066 -1.944 -0.251 0.50
C 1.056302 -4.671496 2.800584 1.261 -0.320 -0.090 -0.58
C 2.474649 -0.365321 1.862430 2.194 -2.243 -1.593 0.15
N 2.517098 0.935421 1.842398 -1.570 -0.093 1.236 -0.21
C 3.326228 1.354299 0.869639 0.614 0.133 -1.484 -1.66
C 3.861428 0.275884 0.205559 -0.160 -0.343 0.584 -0.13
N 3.382420 -0.846642 0.815430 -1.162 -0.408 0.984 0.84
C 3.897458 -2.240419 0.470248 1.452 2.180 1.325 -0.88
H 0.917331 -3.499525 5.770338 0.310 1.084 -0.421 0.15
H 2.168974 -2.147387 6.095450 -0.648 -0.468 -0.132 0.25
H 0.744926 -2.500518 7.137377 0.134 0.508 -0.236 0.38
H -1.261751 -0.746803 6.804762 -0.082 -0.834 1.330 0.46
H -1.568008 1.192021 5.089478 -0.526 0.245 -0.046 0.55
H -2.307513 -2.672551 0.395305 0.907 0.041 0.540 0.43
H -1.004240 -5.014465 1.212518 -0.629 -0.982 -0.302 0.58
H 1.238016 -4.424080 3.849795 -0.512 0.207 -0.134 0.05
H 0.543086 -5.658087 2.765886 0.375 0.798 -0.238 0.29
H 2.091371 -4.715187 2.401597 -0.608 -0.433 -0.011 0.27
H 3.398169 2.407697 0.676359 0.312 0.128 -0.202 0.58
H 4.554115 0.111606 -0.586577 0.331 0.499 -0.454 0.68
H 4.916574 -2.084074 0.083551 -0.315 0.231 -0.213 0.50
H 4.156466 -2.735094 1.421462 -1.012 -0.325 -0.423 0.36
H 3.354054 -2.737458 -0.311566 -0.530 -0.361 0.442 0.03
C 4.335065 -1.141265 4.362067 0.017 -1.057 -0.896 -0.85
O 3.082714 -0.540740 4.295668 -0.033 -1.170 0.020 -0.51
H 4.296999 -2.307594 4.239392 0.050 1.678 0.466 0.23
H 4.828593 -0.850240 5.266251 0.350 -0.147 0.825 0.33
H 4.989318 -0.790922 3.553310 0.114 -0.012 -0.243 0.24
C -3.454031 3.500524 -3.461251 -0.529 -0.416 0.407 -0.96
C -2.221644 2.903759 -3.230396 1.218 0.512 -1.238 0.04
C -1.936270 2.316652 -2.017186 1.297 -1.168 0.691 1.82
C -2.898243 2.212108 -0.988923 -0.543 0.106 0.188 -1.40
C -4.167282 2.796348 -1.225792 0.066 0.020 -0.305 0.05
C -4.414905 3.419672 -2.436333 -0.080 0.006 -0.001 -0.78
N -2.606334 1.638868 0.214715 0.743 0.106 -0.235 0.64
C -3.530306 0.897415 0.906331 -0.058 0.760 -1.781 -0.18
C -3.528372 0.985386 2.281015 -0.563 -0.466 1.362 -0.01
C -4.326042 0.086606 3.005624 0.478 0.958 1.396 -0.66
C -5.225753 -0.764263 2.432050 -0.071 -0.733 -1.424 -0.83
C -5.275130 -0.818666 1.020230 0.419 1.289 -0.900 -0.74
C -4.438412 0.043694 0.234655 -1.130 -2.013 1.976 -0.12
H -3.710209 3.885213 -4.436773 0.023 0.232 0.019 0.41
H -1.416453 2.935868 -4.040594 -1.204 -0.154 1.141 0.25
H -0.939205 1.772058 -1.862100 -1.560 0.973 -0.174 -1.59
H -4.975722 2.733759 -0.474918 0.676 0.020 -0.397 0.38
H -5.412906 3.829091 -2.534816 0.030 0.161 -0.431 0.35
H -3.012758 1.825364 2.789758 -0.117 -0.770 -0.349 0.47
H -4.274749 0.109441 4.098953 -0.010 0.105 -0.289 0.32
H -5.851664 -1.423505 3.024807 0.102 0.131 -0.022 0.40
H -6.021348 -1.462904 0.521582 0.596 0.305 0.254 0.34
H -4.427066 -0.053064 -0.842591 -0.035 0.232 -0.002 0.59
C -2.810165 -1.310462 -4.583254 -0.278 0.902 -0.115 -1.00
C -1.620009 -0.800859 -5.017617 1.485 0.584 -0.810 -0.63
C -0.557268 -0.566082 -4.101493 -1.900 -0.757 -1.027 -0.81
C -0.760642 -0.850242 -2.791264 -0.254 0.075 1.447 0.94
C -2.037871 -1.223280 -2.265930 2.504 0.589 1.453 0.02
C -3.018214 -1.350456 -3.184860 -2.176 -1.593 -0.863 -0.21
As 0.709788 -0.449334 -1.579254 -0.104 -0.993 0.723 0.86
C 1.848419 -1.987088 -2.007880 -1.486 0.558 0.232 0.13
C 1.608952 -3.307641 -1.724938 -3.060 -0.560 2.045 0.25
C 2.323962 -4.279482 -2.349068 0.457 -1.281 -0.667 -0.23
C 3.310984 -3.955927 -3.272011 0.785 1.105 0.646 -1.02
C 3.653971 -2.592078 -3.441727 0.229 -0.677 -1.031 -0.88
C 2.844250 -1.610084 -2.876313 1.288 -2.548 0.206 0.48
C 3.006908 -0.230507 -3.108712 -0.358 1.799 -0.103 -0.15
C 4.045024 0.444796 -3.683623 0.193 1.249 -0.008 -0.89
C 3.989562 1.836711 -3.802460 0.318 -1.546 -0.195 -1.23
C 2.876083 2.527641 -3.492616 -2.298 0.062 0.426 -0.90
C 1.776946 1.859906 -2.931434 0.951 0.071 -0.278 -0.38
C 1.913272 0.509315 -2.683710 -0.956 1.250 0.134 1.09
H -3.576612 -1.525225 -5.362484 0.338 0.183 1.150 0.33
H -1.472551 -0.516081 -6.081619 -0.071 -0.543 0.761 0.34
H 0.395277 -0.238139 -4.416428 0.738 0.428 -0.576 0.63
H -2.090132 -1.366779 -1.118745 -0.477 0.390 -2.272 -0.32
H -4.024673 -1.622795 -2.884354 0.005 -0.023 0.255 0.46
H 0.719273 -3.634188 -1.016376 1.948 0.897 -1.362 -0.03
H 2.120217 -5.336460 -2.161294 -0.042 0.342 -0.024 0.43
H 3.840777 -4.796232 -3.696088 0.298 0.308 -0.384 0.36
H 4.468576 -2.209528 -4.102354 -0.639 -0.881 0.478 0.27
H 4.923377 -0.009608 -4.047404 0.853 -0.796 -0.246 0.54
H 4.806633 2.331664 -4.223631 1.215 0.706 -0.624 0.48
H 2.729240 3.544257 -3.763582 0.313 0.871 -0.007 0.51
H 0.859921 2.397290 -2.727871 0.026 -0.007 0.186 0.30
C -2.237109 6.072911 -0.539928 0.977 -0.576 0.495 -0.81
N -1.036514 5.278888 -0.239984 -0.958 -0.453 1.135 0.26
C -0.051825 5.186721 -1.243684 1.656 -0.508 -1.630 -0.78
C -1.004316 4.505058 0.869312 -0.381 -0.851 -0.393 0.21
O -0.115785 3.695458 1.164764 -0.249 0.749 -0.240 -0.87
H -2.836099 5.609656 -1.354859 0.492 0.543 0.369 0.18
H -1.839114 7.079227 -0.704226 -0.750 0.023 -0.422 0.37
H -2.775354 6.043052 0.397641 -0.637 0.348 -0.055 0.30
H -0.500165 4.977133 -2.245202 0.138 0.341 0.749 0.32
H 0.625147 4.353237 -1.042791 -0.231 -0.118 0.178 0.06
H 0.642483 6.049107 -1.320461 -0.722 -0.011 0.117 0.37
H -1.938359 4.540964 1.489104 0.634 0.359 -0.396 0.21

---

No. 2
16
Properties=species:S:1:pos:R:3:forces:R:3:nbo_charge:R:1 method="wB97M-V/def2-TZVPD" charge=0 relative_energy_kj_mol=218.70 e_lumo_ev=0.96 e_tot_ha=-271.66932 spin_multiplicity=1
C -1.502425 -1.346010 -0.418839 -0.068 -0.043 -0.006 -0.61
C -0.662841 -0.142982 -0.031657 -0.119 0.048 0.003 -0.21
C 0.443812 -0.341848 1.038690 0.004 0.577 0.042 -0.53
C 1.381110 0.469799 0.141186 3.039 -1.070 -0.323 0.64
O 2.563677 0.808652 0.237730 -2.693 -0.582 -0.153 -0.55
C 0.415357 0.348269 -1.036288 -0.033 0.468 0.334 -0.53
H -2.123996 -1.682098 0.420108 0.104 0.065 -0.146 0.21
H -0.865522 -2.185253 -0.720475 -0.041 0.088 0.036 0.20
H -2.168250 -1.113544 -1.258560 0.111 -0.029 0.143 0.21
H -1.309413 0.691822 0.256023 0.059 -0.082 -0.034 0.21
H 0.800905 -1.368493 1.077617 0.119 -0.172 -0.053 0.24
H 0.289558 0.002612 2.058141 -0.109 0.084 0.035 0.24
H 0.415098 2.637259 0.782941 2.985 -0.236 -0.041 -0.04
H 1.271941 2.487546 0.744834 -3.349 0.954 0.265 0.04
H 0.240249 1.232978 -1.639297 -0.130 0.147 -0.017 0.24
H 0.763386 -0.444034 -1.692814 0.123 -0.216 -0.086 0.24

---

No. 3
54
Properties=species:S:1:pos:R:3:forces:R:3:nbo_charge:R:1 method="wB97M-V/def2-TZVPD" charge=0 relative_energy_kj_mol=15.21 e_lumo_ev=0.67 smiles=Cc1ccccc1-c1nn(-c2ccc(F)cc2F)cc1CNCCCN(C)C e_tot_ha=-1272.65817 spin_multiplicity=1
C 3.443807 1.050365 1.764793 0.013 0.054 0.082 -0.63
C 2.695365 -0.223453 2.012790 -0.021 -0.033 -0.048 0.00
C 3.061241 -1.061674 3.055539 0.006 -0.024 0.048 -0.21
C 2.384945 -2.244769 3.298762 -0.009 -0.034 0.045 -0.20
C 1.320602 -2.605438 2.492485 -0.028 -0.120 0.036 -0.23
C 0.943461 -1.786687 1.443601 0.107 0.124 0.023 -0.22
C 1.622567 -0.598098 1.195843 0.069 -0.116 0.333 -0.01
C 1.213855 0.240670 0.066478 -0.198 0.106 -0.912 0.12
N 0.916080 1.516888 0.204953 -0.105 0.263 0.596 -0.28
N 0.598449 1.979910 -1.013929 0.205 -1.092 -0.232 -0.19
C 0.240820 3.315465 -1.156801 -0.233 0.971 -0.038 0.12
C 0.353092 4.153900 -0.043726 -0.033 -0.077 -0.250 -0.20
C 0.021011 5.490120 -0.108204 -0.108 0.201 -0.207 -0.28
C -0.433927 6.009744 -1.308067 0.056 -0.274 -0.010 0.41
F -0.757866 7.312636 -1.388283 0.009 -0.054 -0.007 -0.32
C -0.567311 5.217657 -2.432569 0.026 0.110 0.173 -0.34
C -0.231494 3.880330 -2.343505 0.075 -0.005 0.308 0.38
F -0.385863 3.134039 -3.457764 0.049 -0.033 0.120 -0.32
C 0.710254 0.995782 -1.949427 0.149 -0.293 0.174 -0.04
C 1.095453 -0.149176 -1.298835 0.088 0.238 0.218 -0.13
C 1.370721 -1.490482 -1.912141 0.101 0.035 -0.236 -0.24
N 0.296612 -2.076598 -2.693772 0.041 -0.004 -0.305 -0.61
C -0.863864 -2.538493 -1.960456 -0.243 0.162 -0.053 -0.22
C -1.874930 -1.459994 -1.542476 -0.048 -0.293 0.182 -0.42
C -2.924416 -2.032574 -0.589328 0.162 0.188 -0.212 -0.22
N -2.349763 -2.271199 0.728013 -0.087 -0.071 -0.022 -0.46
C -2.392878 -1.082809 1.556132 0.050 -0.031 -0.029 -0.42
C -2.959030 -3.393901 1.409032 0.042 0.016 -0.027 -0.40
H 3.758755 1.114294 0.724214 0.034 0.085 -0.059 0.22
H 4.322069 1.111667 2.402804 0.066 0.001 0.026 0.21
H 2.800895 1.904811 1.966754 0.071 0.099 -0.030 0.23
H 3.891994 -0.782804 3.688712 0.079 0.039 0.038 0.21
H 2.688668 -2.880375 4.117883 0.022 -0.051 0.060 0.21
H 0.781740 -3.523196 2.676666 -0.052 -0.087 0.020 0.21
H 0.093993 -2.056467 0.835698 -0.140 -0.041 -0.101 0.24
H 0.706666 3.712048 0.873303 0.015 0.026 0.044 0.26
H 0.111941 6.129159 0.754707 0.006 0.074 0.085 0.24
H -0.927750 5.623666 -3.363465 -0.034 0.030 -0.096 0.25
H 0.519375 1.161160 -2.988521 -0.068 0.128 -0.168 0.23
H 1.638377 -2.198906 -1.124076 0.083 0.060 -0.099 0.21
H 2.231319 -1.395385 -2.586273 -0.013 -0.088 0.192 0.21
H 0.013390 -1.445509 -3.436411 0.061 -0.093 0.016 0.35
H -0.511125 -3.063838 -1.070672 -0.035 -0.071 -0.008 0.20
H -1.375257 -3.268211 -2.599064 -0.058 -0.047 0.170 0.19
H -1.353520 -0.640529 -1.048459 -0.060 0.063 -0.039 0.21
H -2.368229 -1.058675 -2.431428 0.028 0.078 -0.043 0.20
H -3.789400 -1.350777 -0.529821 -0.025 -0.125 0.026 0.17
H -3.279914 -2.982974 -0.995407 -0.064 -0.014 0.035 0.19
H -1.898264 -0.257995 1.046940 0.044 0.105 0.019 0.20
H -3.423915 -0.776386 1.796709 -0.019 -0.008 -0.010 0.17
H -1.859385 -1.274612 2.486032 0.026 0.069 0.060 0.21
H -4.030573 -3.242488 1.614525 -0.031 -0.008 0.017 0.16
H -2.446382 -3.549270 2.357767 -0.032 -0.067 0.069 0.20
H -2.842461 -4.290565 0.801749 -0.040 -0.070 0.027 0.20

---

For each record above, in turn, the calculated gap between HOMO and LUMO values are 6.793; 10.513; 8.928 eV.